10
Properties=species:S:1:pos:R:3:nbo_charge:R:1 method="wB97M-V/def2-TZVPD" lumo_ev="0.9 / -3.1" charge=0 spin_multiplicity=3 homo_lumo_gap_ev="7.669 / 7.788"
C 0.17516 -0.41119 -0.04050 -0.1649
C 1.43020 -0.31874 0.72681 -0.0515
C -0.77043 0.73547 -0.05161 0.2807
N -1.01949 -0.42385 0.81787 -0.0366
O 2.52136 -0.46183 0.29619 -0.1698
F -0.68317 1.98341 0.40982 -0.3003
F -2.07466 -1.19857 0.31355 -0.2482
H -0.00458 -1.13409 -0.94054 0.2544
H 1.16821 -0.03859 1.75434 0.2637
H -1.35744 0.65044 -1.01149 0.1725


14
Properties=species:S:1:pos:R:3:nbo_charge:R:1 method="wB97M-V/def2-TZVPD" lumo_ev=0.0 smiles="C#CN(COO)C(=O)O" charge=0 spin_multiplicity=1 homo_lumo_gap_ev=9.730
C 0.59656 -2.35381 0.70872 -0.2800
C 0.54458 -0.94627 0.94247 0.0805
N 0.40313 0.58688 0.83984 -0.5082
C -1.08857 0.80751 0.73036 0.0370
O -1.76883 -0.27123 -0.04451 -0.2758
O -1.97176 0.12407 -1.28182 -0.4264
C 1.14693 1.01201 -0.42256 0.8762
O 0.58786 1.80441 -1.37947 -0.5708
O 2.54733 0.57574 -0.74001 -0.6703
H 0.48904 -3.47768 0.33005 0.3084
H -1.41069 1.84576 0.29782 0.2560
H -1.53516 0.71711 1.83377 0.2174
H -1.50207 -0.55169 -1.86884 0.4598
H 2.96165 0.12719 0.05419 0.4961


55
Properties=species:S:1:pos:R:3:nbo_charge:R:1 method="wB97M-V/def2-TZVPD" lumo_ev=-14.0 charge=+3 spin_multiplicity=1 homo_lumo_gap_ev=3.361
C -2.83543 5.09154 -2.08593 -0.6034
C -1.54052 5.12512 -1.28238 -0.3986
C -1.18482 3.76904 -0.64765 -0.4093
C 0.09475 3.13314 -1.22200 -0.4145
C 0.99512 2.51332 -0.16787 -0.3816
C 0.48496 1.18000 0.41184 -0.4136
C -0.10343 0.30961 -0.68648 -0.6257
P -0.33616 -1.47227 -0.17336 0.9906
C -0.48839 -2.96915 -1.27733 -0.6059
C -0.23057 -4.25002 -0.45448 -0.6099
C 1.65547 -1.69521 -0.15907 -0.4403
C 2.26795 -1.91862 1.23412 0.0415
O 1.98672 -3.19584 1.75366 -0.7056
C 3.84015 -1.83032 1.09394 -0.2450
N 4.55897 -3.10702 1.22687 -0.8870
C -2.35531 -1.29693 0.03948 -0.3187
Br -3.18265 -0.97173 -1.63281 0.3987
C -2.65987 -0.26053 1.12139 -0.3361
C -2.17423 -0.70437 2.47778 -0.6494
Br -4.62487 -0.18342 1.22879 0.2565
H -2.67581 4.70921 -3.08910 0.2054
H -3.57860 4.45587 -1.62058 0.1923
H -3.23602 6.08668 -2.20709 0.2386
H -1.63766 5.87128 -0.50520 0.2225
H -0.75378 5.44732 -1.95142 0.2080
H -1.13842 3.87164 0.43223 0.2059
H -2.01345 3.10483 -0.89191 0.1804
H 0.67047 3.91984 -1.69086 0.2447
H -0.16071 2.45050 -2.02761 0.1854
H 1.08664 3.20161 0.66098 0.2450
H 1.99604 2.36117 -0.56618 0.2122
H 1.29430 0.69738 0.95050 0.2067
H -0.31451 1.38708 1.11560 0.2177
H 0.50228 0.31287 -1.58565 0.2755
H -1.04842 0.75885 -0.97048 0.2742
H -0.30368 -1.74094 1.21138 0.1148
H 0.20612 -2.89659 -2.10071 0.2732
H -1.48067 -3.06102 -1.70332 0.2726
H -0.87899 -5.02818 -0.83331 0.2808
H -0.52759 -4.08817 0.57778 0.2089
H 0.80373 -4.54593 -0.47785 0.2356
H 1.95923 -2.52918 -0.78240 0.2436
H 2.11536 -0.80174 -0.55688 0.2531
H 1.92579 -1.16455 1.93658 0.2010
H 1.19382 -3.15050 2.31596 0.4945
H 4.13491 -1.33630 0.16742 0.1802
H 4.20278 -1.20564 1.89693 0.2593
H 4.15649 -3.82854 0.63667 0.3603
H 4.51198 -3.38858 2.20006 0.4323
H -2.67365 -2.27934 0.38161 0.2615
H -2.34516 0.73085 0.83413 0.2539
H -2.11846 -1.78316 2.56388 0.2218
H -2.75052 -0.27748 3.28238 0.2999
H -1.15593 -0.33048 2.61840 0.2188
Al 5.86424 -3.19699 -1.02044 0.9765